No. 1
C19H28N2O4S in the gas phase. Source: the Open Molecules 2025 dataset; level of theory: ωB97M-V/def2-TZVPD.

The geometry in ORCA input format:
```
! wB97M-V def2-TZVPD RIJCOSX def2/J DEFGRID3
* xyz 0 1
C 6.600 1.026 -0.395
C 5.717 -0.142 -0.829
C 6.448 -1.082 -1.785
N 5.230 -0.836 0.351
S 3.782 -1.653 0.200
O 3.611 -2.199 -1.119
O 3.706 -2.539 1.324
C 2.638 -0.303 0.415
C 1.919 0.178 -0.659
C 1.040 1.235 -0.489
C 0.889 1.803 0.774
O 0.038 2.825 1.068
C -0.707 3.409 0.022
C -1.755 2.476 -0.606
O -2.140 2.631 -1.744
N -2.178 1.507 0.221
C -3.158 0.517 -0.156
C -4.443 0.649 0.671
C -5.429 -0.430 0.314
C -5.710 -1.423 1.146
C -6.666 -2.535 0.845
C -7.013 -2.595 -0.639
C -7.313 -1.191 -1.150
C -6.055 -0.332 -1.050
C 1.627 1.307 1.854
C 2.501 0.257 1.672
H 7.493 0.655 0.102
H 6.059 1.666 0.296
H 6.898 1.610 -1.261
H 4.818 0.245 -1.321
H 5.784 -1.894 -2.070
H 7.331 -1.497 -1.303
H 6.757 -0.547 -2.679
H 5.927 -1.400 0.813
H 2.044 -0.293 -1.622
H 0.476 1.594 -1.335
H -1.230 4.255 0.480
H -0.059 3.794 -0.773
H -1.823 1.482 1.165
H -2.733 -0.483 -0.020
H -3.367 0.677 -1.215
H -4.881 1.632 0.483
H -4.191 0.581 1.732
H -5.251 -1.455 2.126
H -7.577 -2.383 1.434
H -6.232 -3.484 1.171
H -6.167 -3.005 -1.195
H -7.871 -3.251 -0.796
H -7.657 -1.226 -2.185
H -8.106 -0.749 -0.544
H -5.331 -0.664 -1.800
H -6.292 0.712 -1.270
H 1.491 1.765 2.821
H 3.074 -0.150 2.489
*
```

Calculated values
- energy above the lowest of the compared OMol25 structures with the same formula, charge and spin (kcal per mole) = 39.3
- HOMO level (eV) = -9.04
- gap between HOMO and LUMO (eV) = 9.6
- SMILES = CC(C)NS(=O)(=O)c1ccc(OCC(=O)NCCC2=CCCCC2)cc1
- lowest unoccupied orbital energy (eV) = 0.576
- electronic energy (Eh) = -1549.460549

Mulliken atomic charge list, values in e, 6 entries: -1.496 0.634 -1.441 -0.319 1.454 -0.678



No. 2
2 unconnected molecules or ions with the total composition C8H15BrN2O. Source: the Open Molecules 2025 dataset; level of theory: ωB97M-V/def2-TZVPD.

The geometry in ORCA input format:
```
! wB97M-V def2-TZVPD RIJCOSX def2/J DEFGRID3
* xyz 0 1
C 1.108 -0.396 -0.380
C 0.495 0.873 -0.143
C -1.003 -0.951 0.430
C 1.262 1.742 0.913
C 0.280 1.601 -1.391
C -2.126 -1.260 -0.527
C -1.200 -1.626 1.760
C 3.312 -0.965 -1.100
N -0.692 0.424 0.627
N 0.342 -1.393 -0.339
O 0.311 -2.584 -0.734
Br 4.485 -0.244 0.171
H 2.141 2.290 0.646
H 1.584 0.952 1.722
H 0.541 2.448 1.418
H 0.095 2.714 -1.220
H -0.452 1.206 -2.112
H 1.289 1.511 -1.842
H -2.085 -2.314 -0.748
H -1.998 -0.741 -1.414
H -3.046 -0.994 0.049
H -0.775 -1.205 2.706
H -0.749 -2.650 1.617
H -2.344 -1.987 1.966
H 3.449 -0.653 -2.055
H 3.154 -2.014 -1.013
H -1.539 0.980 0.442
*
```

Calculated values
- energy above the lowest of the compared OMol25 structures with the same formula, charge and spin (kcal per mole) = 87.1
- HOMO level (spin up / spin down) (eV) = -8.53 / -8.53
- gap between HOMO and LUMO (spin up / spin down) (eV) = 8.1 / 8.1
- lowest unoccupied orbital energy (spin up / spin down) (eV) = -0.380 / -0.383
- electronic energy (Eh) = -3072.356318

Mulliken atomic charge list, values in e, 6 entries: -0.984 1.903 0.962 -1.608 -1.537 -1.729



No. 3
A molecular structure, C34H90F4HgN6O26S4. Source: the Open Molecules 2025 dataset; level of theory: ωB97M-V/def2-TZVPD.

The geometry in ORCA input format:
```
! wB97M-V def2-TZVPD RIJCOSX def2/J DEFGRID3
* xyz 0 1
Hg -5.456 -0.378 0.714
N -1.796 0.566 -0.303
S -0.409 0.537 0.220
O 0.458 1.696 0.201
O 0.263 -0.796 0.152
F -0.729 0.488 1.728
S -1.394 0.994 -1.940
O -0.850 -0.008 -2.794
O -1.121 2.441 -2.197
F -2.941 0.969 -2.438
N -6.975 3.176 0.113
S -8.474 3.830 -0.490
O -8.943 5.192 -0.610
O -9.506 2.894 -0.094
F -7.982 3.560 -2.008
S -6.469 4.555 0.722
O -7.233 5.137 1.832
O -5.732 5.459 -0.202
F -5.146 3.942 1.393
C 7.542 0.526 1.028
C 6.125 0.786 0.542
O 5.855 0.505 -0.802
O 8.237 1.711 0.924
H 8.048 -0.221 0.416
H 7.610 0.215 2.071
H 5.657 1.742 0.777
H 5.647 0.000 1.127
H 5.577 1.330 -1.209
H 9.056 1.478 1.367
C -4.337 5.451 -7.732
C -5.699 6.198 -7.489
O -6.790 5.273 -7.696
O -4.375 4.923 -9.060
H -4.184 4.615 -7.049
H -3.482 6.126 -7.684
H -5.932 7.039 -8.143
H -5.701 6.600 -6.476
H -7.656 5.687 -7.676
H -5.235 4.504 -9.128
C -0.280 7.668 1.563
C -0.040 7.304 3.011
O 0.542 8.386 3.627
O -1.395 8.517 1.558
H -0.584 6.692 1.184
H 0.505 8.088 0.934
H 0.579 6.410 3.086
H -0.925 7.013 3.577
H -0.054 9.089 3.358
H -2.059 8.029 1.065
C 0.807 1.547 -8.872
C 1.862 2.499 -8.165
O 2.779 3.156 -9.037
O 1.411 0.378 -9.382
H 0.353 2.190 -9.627
H 0.103 1.467 -8.044
H 2.340 1.836 -7.444
H 1.524 3.220 -7.420
H 3.154 3.797 -8.428
H 2.120 0.675 -9.957
C 5.786 6.271 -5.274
C 5.332 5.673 -3.991
O 4.639 4.493 -4.067
O 4.655 6.866 -5.943
H 6.263 5.608 -5.996
H 6.433 7.127 -5.081
H 4.684 6.381 -3.475
H 6.201 5.678 -3.332
H 3.728 4.784 -4.154
H 4.864 7.691 -6.386
C -4.513 -4.185 1.227
O -5.248 -3.650 0.113
C -5.303 -4.501 -1.071
C -5.914 -3.793 -2.306
N -7.072 -2.974 -1.861
C -7.740 -2.197 -2.962
C -8.634 -2.980 -3.976
O -10.009 -2.842 -3.553
C -10.874 -3.494 -4.493
H -3.506 -4.358 0.846
H -4.968 -5.118 1.558
H -4.448 -3.460 2.038
H -6.152 -5.159 -0.886
H -4.336 -4.973 -1.246
H -6.244 -4.609 -2.948
H -5.073 -3.277 -2.770
H -7.695 -3.658 -1.457
H -7.155 -1.600 -3.661
H -8.376 -1.548 -2.360
H -8.279 -4.010 -3.945
H -8.534 -2.617 -4.999
H -10.895 -2.717 -5.258
H -11.871 -3.653 -4.083
H -10.501 -4.395 -4.982
C 1.096 -6.302 -5.838
O 0.849 -7.052 -4.666
C 1.830 -6.824 -3.517
C 1.777 -8.247 -2.776
N 2.275 -9.365 -3.664
C 1.652 -10.608 -3.068
C 2.474 -11.716 -3.721
O 2.045 -13.026 -3.298
C 2.604 -13.637 -2.180
H 0.734 -5.275 -5.806
H 0.705 -6.807 -6.722
H 2.174 -6.282 -6.004
H 1.364 -6.071 -2.882
H 2.854 -6.679 -3.861
H 0.755 -8.353 -2.412
H 2.386 -8.263 -1.873
H 1.875 -9.112 -4.556
H 0.642 -10.735 -3.458
H 1.762 -10.674 -1.985
H 3.544 -11.659 -3.524
H 2.288 -11.689 -4.794
H 2.258 -13.185 -1.251
H 3.690 -13.660 -2.092
H 2.228 -14.628 -1.925
C -5.178 -4.051 10.763
O -5.590 -3.402 9.548
C -4.621 -3.602 8.446
C -3.266 -2.738 8.601
N -3.560 -1.391 8.323
C -2.326 -0.551 8.462
C -2.805 0.946 8.254
O -4.198 1.094 8.646
C -4.713 2.438 8.450
H -6.002 -3.875 11.456
H -4.264 -3.713 11.252
H -5.170 -5.141 10.770
H -5.128 -3.669 7.484
H -4.382 -4.658 8.571
H -2.418 -3.211 8.106
H -2.939 -2.810 9.638
H -4.162 -1.049 9.058
H -1.498 -0.868 7.829
H -2.002 -0.619 9.501
H -2.771 1.016 7.167
H -2.086 1.677 8.626
H -4.152 2.713 7.557
H -4.266 3.055 9.229
H -5.802 2.386 8.460
C 5.535 2.595 5.152
O 6.813 3.047 5.512
C 7.055 4.391 4.987
C 8.482 4.956 5.610
N 9.562 4.368 4.881
C 10.135 3.229 5.626
C 11.429 2.745 4.910
O 11.226 2.133 3.615
C 12.431 2.001 2.695
H 5.620 2.311 4.103
H 4.728 3.276 5.421
H 5.415 1.628 5.641
H 6.282 5.040 5.399
H 6.994 4.538 3.909
H 8.555 4.671 6.660
H 8.511 6.043 5.528
H 9.243 3.972 4.009
H 9.363 2.460 5.658
H 10.271 3.414 6.692
H 12.007 2.078 5.551
H 12.164 3.537 4.765
H 12.145 2.276 1.679
H 12.741 0.957 2.724
H 13.218 2.696 2.987
*
```

Calculated values
- energy above the lowest of the compared OMol25 structures with the same formula, charge and spin (kcal per mole) = 419.7
- HOMO level (eV) = -8.53
- gap between HOMO and LUMO (eV) = 0.9
- lowest unoccupied orbital energy (eV) = -7.595
- electronic energy (Eh) = -5778.863925

Mulliken atomic charge list, values in e, 6 entries: 0.658 -0.030 0.980 -0.495 -0.540 -0.258



No. 4
A molecular structure, C36H87F2N10O11S2V. Source: the Open Molecules 2025 dataset; level of theory: ωB97M-V/def2-TZVPD.

The geometry in ORCA input format:
```
! wB97M-V def2-TZVPD RIJCOSX def2/J DEFGRID3
* xyz 1 2
O 1.839 2.393 -3.199
V 2.066 0.850 -3.169
N 1.472 0.352 -1.266
S 0.062 1.022 -0.427
O 0.397 1.835 0.692
O -1.100 0.197 -0.445
F -0.259 2.064 -1.593
S 1.971 -0.371 0.054
O 1.088 -1.346 0.645
O 2.868 0.355 0.885
F 2.930 -1.374 -0.787
C -0.019 -4.272 -5.442
C -1.211 -3.750 -4.631
N -1.574 -4.619 -3.515
C -2.909 -4.241 -2.986
C -3.627 -5.525 -2.578
C -0.586 -4.833 -2.457
C -0.171 -3.547 -1.735
H -0.291 -5.277 -5.771
H 0.790 -4.358 -4.717
H 0.215 -3.654 -6.307
H -0.940 -2.729 -4.303
H -2.080 -3.610 -5.273
H -3.434 -3.745 -3.799
H -2.816 -3.527 -2.165
H -4.700 -5.423 -2.389
H -3.208 -5.902 -1.646
H -3.615 -6.244 -3.396
H -0.948 -5.615 -1.794
H 0.325 -5.226 -2.916
H 0.577 -3.644 -0.944
H 0.339 -2.928 -2.478
H -0.984 -2.952 -1.323
C -4.874 -1.239 3.376
C -3.855 -0.615 4.350
N -2.532 -1.257 4.306
C -1.783 -0.867 3.113
C -0.259 -0.889 3.315
C -2.506 -2.721 4.371
C -3.038 -3.250 5.696
H -4.975 -2.314 3.514
H -4.541 -0.986 2.372
H -5.862 -0.851 3.633
H -3.758 0.437 4.080
H -4.139 -0.623 5.405
H -2.046 -1.346 2.159
H -2.010 0.181 2.895
H 0.286 -0.138 2.749
H -0.109 -0.752 4.387
H 0.149 -1.866 3.048
H -1.479 -3.070 4.257
H -3.038 -3.165 3.521
H -4.077 -2.985 5.892
H -2.461 -2.847 6.531
H -2.915 -4.333 5.727
C 1.418 3.774 4.296
C 2.350 2.568 4.331
N 3.733 2.956 4.607
C 4.577 1.790 4.852
C 4.632 0.762 3.717
C 4.267 3.791 3.494
C 5.663 4.334 3.818
H 1.695 4.544 5.018
H 0.359 3.541 4.243
H 1.576 4.291 3.340
H 2.011 1.898 5.123
H 2.282 2.046 3.368
H 5.608 2.094 5.021
H 4.293 1.249 5.757
H 3.680 0.235 3.635
H 4.883 1.144 2.726
H 5.439 0.063 3.954
H 3.622 4.671 3.501
H 4.202 3.283 2.527
H 6.396 3.538 3.930
H 5.584 4.998 4.677
H 6.064 4.965 3.020
C 2.729 -1.996 -4.747
O 2.306 -1.126 -3.959
N 3.367 -3.085 -4.341
C 3.539 -4.166 -5.313
C 3.603 -3.372 -2.929
H 2.646 -1.912 -5.834
H 4.549 -4.562 -5.207
H 3.299 -3.888 -6.333
H 2.882 -4.973 -4.979
H 4.280 -4.225 -2.895
H 4.151 -2.568 -2.439
H 2.685 -3.610 -2.395
C -4.873 0.198 -2.011
O -5.257 -0.674 -2.771
N -5.211 1.514 -2.123
C -6.134 1.998 -3.128
C -4.545 2.507 -1.292
H -4.119 0.081 -1.216
H -5.592 2.615 -3.847
H -6.962 2.511 -2.636
H -6.635 1.208 -3.685
H -3.969 3.144 -1.959
H -5.286 3.040 -0.696
H -3.879 2.025 -0.579
C 4.993 -2.376 1.059
O 5.644 -2.248 0.030
N 4.269 -3.452 1.381
C 3.298 -3.423 2.459
C 4.123 -4.619 0.505
H 4.928 -1.563 1.798
H 3.527 -2.685 3.225
H 3.179 -4.410 2.906
H 2.309 -3.183 2.052
H 4.611 -4.452 -0.452
H 4.568 -5.465 1.023
H 3.054 -4.689 0.292
C -1.102 0.496 -4.328
O 0.124 0.565 -4.250
N -1.770 0.128 -5.418
C -1.137 -0.437 -6.604
C -3.225 0.030 -5.382
H -1.762 0.744 -3.490
H -0.061 -0.323 -6.496
H -1.466 0.135 -7.471
H -1.412 -1.480 -6.757
H -3.647 0.739 -6.093
H -3.526 -0.992 -5.609
H -3.604 0.244 -4.388
C -2.908 5.266 0.837
O -2.975 4.482 -0.082
N -2.703 4.890 2.114
C -2.336 5.853 3.141
C -2.534 3.494 2.432
H -3.055 6.358 0.796
H -3.016 6.701 3.061
H -1.302 6.181 3.007
H -2.396 5.391 4.123
H -1.500 3.184 2.612
H -3.041 3.260 3.371
H -2.884 2.811 1.664
C 2.900 4.768 -0.144
O 2.888 3.837 -0.951
N 1.808 5.428 0.297
C 1.920 6.614 1.139
C 0.470 5.110 -0.154
H 3.823 5.129 0.331
H 1.409 7.456 0.674
H 2.977 6.883 1.151
H 1.540 6.397 2.137
H -0.030 4.708 0.732
H -0.061 6.016 -0.453
H 0.536 4.429 -0.992
*
```

Calculated values
- energy above the lowest of the compared OMol25 structures with the same formula, charge and spin (kcal per mole) = 42.4
- HOMO level (spin up / spin down) (eV) = -9.78 / -9.78
- gap between HOMO and LUMO (spin up / spin down) (eV) = 4.8 / 5.2
- lowest unoccupied orbital energy (spin up / spin down) (eV) = -5.004 / -4.573
- electronic energy (Eh) = -4738.882308

Mulliken atomic charge list, values in e, 6 entries: -0.424 1.378 1.396 0.040 -0.269 -0.307



No. 5
A gas-phase ion, C6H9N2O3S2 (charge +1). Source: the Open Molecules 2025 dataset; level of theory: ωB97M-V/def2-TZVPD.

The geometry in ORCA input format:
```
! wB97M-V def2-TZVPD RIJCOSX def2/J DEFGRID3
* xyz 1 1
C -2.293 0.494 0.947
C 0.099 0.424 0.571
C 1.396 -1.497 -0.168
C -1.520 2.259 -0.825
C 2.868 -1.906 -0.208
C -2.619 1.647 0.062
N -0.971 0.070 1.029
N 1.290 -0.228 0.431
O 0.448 -2.041 -0.669
O -1.788 -0.723 -1.281
O -2.517 -2.307 0.432
S 0.103 2.262 -0.526
S -2.958 -1.125 -0.211
H -1.845 2.809 -1.652
H 3.011 -2.928 -0.569
H 3.289 -1.869 0.746
H 3.330 -1.077 -0.900
H -3.126 2.315 0.720
H -2.672 0.258 1.945
H -3.192 1.306 -0.715
H -0.925 -1.195 -1.163
H 2.051 0.066 1.000
*
```

Calculated values
- energy above the lowest of the compared OMol25 structures with the same formula, charge and spin (kcal per mole) = 17.4
- HOMO level (eV) = -12.71
- gap between HOMO and LUMO (eV) = 6.9
- lowest unoccupied orbital energy (eV) = -5.805
- electronic energy (Eh) = -1365.264053

Mulliken atomic charge list, values in e, 6 entries: -0.359 0.188 0.802 0.027 -1.241 -0.916